(1)
C43H42BrCoNO2PS2Se2 | ωB97M-V/def2-TZVPD

Each line ends with the Löwdin spin population.
CARTESIAN COORDINATES (ANGSTROEM)
Co  14.155  15.663  15.361  2.65
C  18.949  10.158  14.330  0.00
C  17.986  9.772  15.471  0.00
C  17.128  8.577  14.992  0.00
C  18.820  9.280  16.704  0.00
C  17.192  11.018  15.838  0.01
C  15.914  11.316  15.377  0.00
C  15.283  12.534  15.605  0.01
Br  13.527  12.762  14.896  0.03
C  15.886  13.562  16.369  0.00
O  15.368  14.731  16.496  0.08
C  17.094  13.159  17.086  0.01
C  17.753  12.005  16.702  0.00
C  17.556  13.866  18.370  0.00
C  18.890  13.382  18.947  0.00
C  17.691  15.394  18.255  0.00
C  16.390  13.525  19.367  0.00
H  19.515  9.307  13.930  0.00
H  19.625  10.883  14.784  0.00
H  18.451  10.609  13.500  0.00
H  17.703  7.676  14.741  0.00
H  16.513  8.796  14.118  0.00
H  16.374  8.263  15.747  0.00
H  19.498  8.466  16.371  0.00
H  18.164  8.922  17.515  0.00
H  19.480  9.981  17.146  0.00
H  15.406  10.601  14.687  0.00
H  18.704  11.818  17.222  0.00
H  19.733  13.450  18.315  0.00
H  18.859  12.279  19.192  0.00
H  19.119  13.902  19.876  0.00
H  18.648  15.687  17.820  0.00
H  17.655  15.790  19.286  0.00
H  16.861  15.809  17.722  0.00
H  16.244  12.426  19.384  0.00
H  15.454  13.992  19.022  0.00
H  16.551  13.870  20.367  0.00
Se  14.889  17.972  16.168  0.55
P  11.224  17.812  16.522  0.01
Se  12.041  16.695  14.755  0.22
C  9.941  16.560  16.899  0.01
C  8.593  16.896  17.060  0.00
C  7.626  15.921  17.364  0.00
C  8.019  14.584  17.531  0.00
C  9.380  14.246  17.431  0.00
C  10.330  15.248  17.161  0.01
C  10.311  19.207  15.717  0.00
C  10.447  20.495  16.163  0.00
C  9.664  21.520  15.614  0.00
C  8.831  21.259  14.528  0.00
C  8.841  19.968  13.979  0.00
C  9.432  18.919  14.689  0.00
H  8.356  17.964  17.094  0.00
H  6.587  16.127  17.403  0.00
H  7.307  13.822  17.713  0.00
H  9.680  13.210  17.645  0.00
H  11.392  15.042  17.177  0.00
H  11.151  20.646  16.982  0.00
H  9.655  22.510  16.011  0.00
H  8.200  22.025  14.061  0.00
H  8.318  19.731  13.048  0.00
H  9.270  17.874  14.421  0.00
C  13.329  16.574  25.515  0.00
C  14.344  15.544  25.786  0.00
O  14.367  14.810  26.744  0.00
S  15.698  15.343  24.681  0.01
C  15.430  16.065  23.114  0.04
C  14.900  15.247  22.120  -0.01
C  14.640  15.739  20.839  0.04
C  15.129  16.999  20.458  0.01
C  15.638  17.828  21.491  0.04
C  15.839  17.373  22.808  -0.01
C  14.971  17.391  19.120  0.16
C  14.857  17.685  17.924  0.06
H  13.573  17.486  26.104  0.00
H  12.406  16.169  25.800  0.00
H  13.248  16.895  24.482  0.00
H  14.661  14.198  22.367  0.00
H  14.084  15.129  20.122  0.00
H  15.827  18.869  21.253  0.00
H  16.366  18.015  23.539  0.00
S  16.616  17.132  11.765  0.00
C  16.257  16.421  13.309  0.01
N  15.099  15.848  13.514  0.03
C  14.369  15.864  12.219  0.00
C  13.059  15.342  11.948  0.00
C  12.545  15.576  10.672  0.00
C  13.311  16.256  9.698  0.00
C  14.579  16.689  9.953  0.00
C  15.131  16.501  11.233  0.00
H  16.977  16.521  14.089  0.00
H  12.442  14.841  12.704  0.00
H  11.610  15.141  10.328  0.00
H  12.838  16.353  8.702  0.00
H  15.100  17.325  9.186  0.00

The energy above the lowest of the compared OMol25 structures with the same formula, charge and spin comes out at 0.0 kJ/mol. The HOMO energy (spin up / spin down) comes out at -7.4 / -7.5 eV. The frontier orbital gap (spin up / spin down) is 7.2690 / 4.6497 eV. Its spin multiplicity is 5. The calculation puts the strongest force on any atom at 0.061 Eh/bohr.

=====

(2)
C53H111Br2N5O32 | ωB97M-V/def2-TZVPD

Each line ends with the Mulliken charge.
CARTESIAN COORDINATES (ANGSTROEM)
C  2.042  8.807  5.680  -1.29
C  2.816  8.237  4.549  -0.09
O  2.000  7.347  3.804  -0.25
C  2.427  6.831  2.629  0.55
O  3.291  7.296  1.920  -0.60
O  1.680  5.816  2.439  -0.01
C  1.641  5.102  1.253  -0.74
H  1.466  8.060  6.225  0.34
H  1.338  9.545  5.295  0.30
H  2.604  9.220  6.518  0.39
H  3.602  7.595  4.946  0.28
H  3.160  9.136  4.037  0.25
H  0.902  5.477  0.545  0.40
H  1.322  4.074  1.427  -0.09
H  2.603  5.145  0.741  0.50
C  3.028  -1.135  0.664  -0.16
C  4.107  -1.610  -0.313  0.28
O  3.630  -1.592  -1.631  -0.14
C  2.926  -2.590  -2.134  0.83
O  2.395  -3.496  -1.541  -0.66
O  2.847  -2.372  -3.515  -0.19
C  2.319  -3.284  -4.356  -0.28
H  2.135  -1.760  0.642  0.02
H  2.862  -0.085  0.422  -0.38
H  3.463  -0.926  1.641  0.65
H  4.511  -2.587  -0.046  0.51
H  4.967  -0.957  -0.165  -0.79
H  2.144  -2.847  -5.339  -0.15
H  1.352  -3.607  -3.971  0.12
H  3.052  -4.091  -4.367  0.42
C  -0.837  -4.130  -6.381  -0.54
C  -0.017  -3.276  -7.405  -0.31
O  -0.758  -2.081  -7.525  -0.39
C  -0.638  -1.037  -6.742  0.71
O  0.128  -0.854  -5.835  -0.35
O  -1.535  -0.165  -7.244  -0.42
C  -1.669  1.136  -6.710  -0.21
H  -0.187  -4.975  -6.154  0.37
H  -1.775  -4.449  -6.835  0.42
H  -1.134  -3.557  -5.502  -0.15
H  -0.055  -3.828  -8.344  0.28
H  1.014  -3.015  -7.165  0.24
H  -2.497  1.614  -7.233  0.25
H  -0.681  1.581  -6.827  0.35
H  -2.088  1.117  -5.704  -0.08
C  -0.853  -5.869  -2.529  -0.29
C  -1.759  -6.852  -1.757  -0.61
O  -1.258  -7.183  -0.476  -0.34
C  -1.592  -6.386  0.600  0.61
O  -2.143  -5.283  0.643  -0.43
O  -1.096  -7.035  1.652  -0.34
C  -0.920  -6.446  2.899  -0.34
H  -0.909  -4.848  -2.152  -0.22
H  -1.279  -5.922  -3.531  0.26
H  0.197  -6.159  -2.516  0.44
H  -1.997  -7.797  -2.246  0.43
H  -2.765  -6.489  -1.547  0.29
H  -0.079  -6.884  3.435  0.38
H  -1.864  -6.437  3.445  0.43
H  -0.783  -5.367  2.977  -0.15
C  4.551  -1.042  8.129  -1.15
C  3.598  0.203  7.869  -0.31
O  3.219  0.322  6.488  -0.22
C  2.699  1.446  5.989  0.63
O  2.463  2.451  6.653  -0.63
O  2.564  1.402  4.676  -0.03
C  2.300  2.551  3.844  -0.49
H  5.539  -0.671  7.857  0.31
H  4.265  -2.000  7.694  0.31
H  4.687  -1.365  9.162  0.39
H  3.980  1.095  8.366  0.35
H  2.661  -0.051  8.365  0.27
H  2.682  2.316  2.850  -0.04
H  2.810  3.466  4.144  0.49
H  1.254  2.817  3.692  0.09
C  -2.021  4.832  3.140  -1.17
C  -2.960  3.938  2.261  0.01
O  -2.351  3.899  1.004  -0.16
C  -3.082  3.604  -0.030  0.61
O  -4.328  3.435  -0.101  -0.68
O  -2.216  3.317  -1.067  -0.09
C  -2.842  2.831  -2.285  0.57
H  -0.967  4.559  3.185  0.11
H  -2.377  4.818  4.170  0.44
H  -2.206  5.862  2.835  0.39
H  -3.998  4.269  2.230  0.44
H  -3.093  2.959  2.721  -0.02
H  -2.051  2.635  -3.010  -0.62
H  -3.514  3.559  -2.738  0.16
H  -3.406  1.913  -2.117  0.02
C  2.149  -5.487  2.171  -1.00
C  3.711  -5.481  2.031  -0.47
O  4.301  -6.517  2.852  -0.24
C  5.615  -6.603  3.033  0.65
O  6.461  -6.008  2.361  -0.57
O  5.859  -7.500  4.050  -0.34
C  7.166  -7.730  4.532  -0.59
H  1.572  -4.662  1.754  0.31
H  1.934  -5.407  3.236  0.40
H  1.747  -6.429  1.799  0.42
H  4.111  -4.577  2.490  0.32
H  3.987  -5.610  0.984  0.33
H  7.301  -8.508  5.284  0.22
H  7.458  -6.796  5.012  0.27
H  7.762  -7.872  3.630  0.29
C  -0.114  -2.727  3.356  -1.30
C  -0.065  -1.208  3.613  0.42
O  -1.201  -0.821  4.279  -0.34
C  -1.535  0.454  4.490  0.77
O  -1.011  1.471  4.028  -0.43
O  -2.634  0.388  5.230  -0.34
C  -3.143  1.477  5.903  -0.63
H  0.899  -3.028  3.625  0.41
H  -0.329  -2.930  2.307  0.27
H  -0.668  -3.384  4.026  0.33
H  0.146  -0.645  2.704  -0.37
H  0.783  -0.990  4.262  0.38
H  -2.417  1.852  6.624  0.34
H  -4.044  1.307  6.493  0.29
H  -3.441  2.337  5.303  0.16
C  -3.869  -2.628  1.593  0.28
C  -4.911  -1.747  2.392  -0.84
O  -5.260  -0.589  1.529  -0.01
C  -6.564  -0.159  1.530  0.47
O  -7.515  -0.668  2.131  -0.62
O  -6.747  0.848  0.695  -0.10
C  -7.916  1.565  0.764  -0.90
H  -3.926  -3.681  1.871  0.63
H  -2.852  -2.244  1.513  -0.40
H  -4.284  -2.778  0.596  -0.20
H  -4.436  -1.416  3.315  0.29
H  -5.748  -2.354  2.737  0.46
H  -8.882  1.167  0.455  0.32
H  -7.789  2.560  0.337  0.29
H  -8.145  1.857  1.789  0.39
C  -3.376  -0.954  -3.426  0.08
O  -3.942  0.116  -3.568  -0.57
N  -3.849  -1.909  -2.634  0.42
C  -3.081  -3.142  -2.463  -0.71
C  -5.080  -1.760  -1.786  -1.20
H  -2.474  -1.240  -3.988  0.22
H  -3.630  -4.008  -2.833  0.37
H  -2.918  -3.316  -1.400  0.26
H  -2.081  -3.071  -2.892  -0.07
H  -5.860  -1.287  -2.381  0.36
H  -5.516  -2.712  -1.482  0.39
H  -4.863  -1.042  -0.995  0.35
C  0.578  4.255  -5.205  -0.10
O  0.259  3.853  -6.309  -0.56
N  0.784  3.496  -4.109  0.90
C  1.302  3.964  -2.802  -0.96
C  0.581  2.067  -4.119  1.58
H  0.617  5.321  -4.933  0.37
H  2.046  3.219  -2.519  0.01
H  0.480  4.007  -2.088  0.28
H  1.757  4.955  -2.806  0.36
H  1.381  1.504  -3.637  -0.82
H  -0.215  1.799  -3.424  -0.83
H  0.367  1.646  -5.101  -0.45
C  0.329  1.318  0.204  -0.74
O  1.388  1.789  -0.133  -0.31
N  -0.374  0.344  -0.358  1.72
C  -1.731  -0.073  0.171  -0.34
C  0.182  -0.480  -1.443  -0.33
H  -0.250  1.669  1.072  0.38
H  -1.467  -0.915  0.811  0.29
H  -2.471  -0.442  -0.539  -0.61
H  -2.334  0.677  0.683  0.23
H  1.141  -0.055  -1.737  -1.01
H  0.349  -1.524  -1.179  0.41
H  -0.401  -0.509  -2.364  0.10
C  3.916  3.409  -4.591  0.00
O  4.070  4.376  -3.828  -0.61
N  3.968  2.140  -4.170  0.48
C  3.746  0.976  -5.060  -1.05
C  4.117  1.722  -2.760  -1.24
H  3.880  3.488  -5.688  0.38
H  2.719  1.043  -5.418  0.38
H  3.879  0.072  -4.466  0.22
H  4.530  0.945  -5.817  0.44
H  3.407  0.950  -2.463  0.21
H  5.136  1.426  -2.512  0.60
H  4.034  2.537  -2.041  0.23
C  -8.328  3.463  -3.772  0.13
O  -8.964  4.529  -3.590  -0.61
N  -7.025  3.265  -3.288  0.21
C  -6.426  1.943  -3.223  -0.31
C  -6.148  4.362  -2.876  -0.84
H  -8.789  2.553  -4.187  0.32
H  -6.439  1.435  -2.258  0.06
H  -5.353  1.965  -3.415  -0.10
H  -6.849  1.318  -4.010  0.40
H  -5.795  4.239  -1.852  0.20
H  -5.271  4.309  -3.522  0.30
H  -6.640  5.334  -2.917  0.35
Br  9.407  0.693  -0.711  -0.16
C  7.725  0.505  0.369  -0.56
C  6.949  1.827  0.503  -0.56
Br  5.253  1.545  1.465  -0.01
H  8.064  0.244  1.372  0.44
H  7.157  -0.335  -0.033  0.16
H  6.741  2.201  -0.499  0.30
H  7.520  2.619  0.987  0.45

The HOMO energy comes out at -8.7 eV. The frontier orbital gap is 8.8389 eV. The calculation puts the strongest force on any atom at 0.099 Eh/bohr.

=====

(3)
C30H44BN3O8 | ωB97M-V/def2-TZVPD

Each line ends with the Mulliken charge.
CARTESIAN COORDINATES (ANGSTROEM)
C  3.421  -3.633  2.062  -0.53
C  4.893  -3.062  2.081  1.06
C  5.884  -4.238  2.515  -1.65
C  5.407  -2.549  0.682  -1.31
C  5.116  -1.034  0.374  0.57
C  3.555  -0.760  0.201  -0.36
C  5.816  -0.016  1.342  -1.12
O  5.153  0.146  2.613  -0.34
C  4.763  1.444  2.858  -0.05
C  5.638  2.615  2.813  -0.38
C  5.123  3.949  3.056  -0.52
C  3.704  4.190  3.377  -0.90
C  2.853  3.023  3.423  0.56
C  3.356  1.656  3.191  0.64
C  2.329  0.485  3.316  0.15
O  2.569  -0.568  3.849  -0.50
C  0.941  0.795  2.666  0.61
C  0.246  -0.222  1.918  -0.26
C  -1.023  0.146  1.299  -0.81
C  -1.518  1.506  1.470  0.33
B  -2.903  1.893  0.729  0.62
O  -4.119  1.230  0.940  -0.52
O  -2.806  2.959  -0.216  -0.53
C  -0.828  2.536  2.265  -1.04
C  0.433  2.165  2.877  0.63
C  1.319  3.144  3.722  -0.07
O  0.860  3.900  4.538  -0.52
H  2.699  -2.793  1.868  -0.41
H  3.201  -3.970  3.115  0.30
H  3.287  -4.496  1.365  0.39
H  4.945  -2.313  2.909  0.09
H  5.708  -4.546  3.579  0.37
H  5.888  -5.088  1.791  0.35
H  6.912  -3.771  2.506  0.42
H  4.843  -3.143  -0.098  0.26
H  6.489  -2.818  0.512  0.48
H  5.550  -0.835  -0.652  0.45
H  3.108  -1.630  -0.362  0.05
H  3.343  0.172  -0.374  0.48
H  3.114  -0.784  1.227  -0.61
H  5.899  0.958  0.777  0.55
H  6.881  -0.350  1.500  0.26
H  6.717  2.476  2.568  0.46
H  5.800  4.834  2.989  0.34
H  3.314  5.217  3.552  0.40
H  0.704  -1.239  1.844  0.20
H  -1.598  -0.587  0.684  0.41
H  -4.307  0.749  0.105  0.27
H  -2.071  2.707  -0.809  0.28
H  -1.203  3.573  2.393  0.37
C  0.317  -3.501  -0.274  -0.52
C  1.031  -3.668  -1.590  0.65
O  2.225  -3.929  -1.651  -0.65
N  0.308  -3.518  -2.731  -0.15
C  -1.102  -3.209  -2.870  -0.82
H  1.025  -3.649  0.539  -0.11
H  -0.094  -2.492  -0.196  -0.05
H  -0.478  -4.242  -0.178  0.54
H  0.855  -3.644  -3.570  0.25
H  -1.581  -4.018  -3.426  0.30
H  -1.201  -2.283  -3.439  0.27
H  -1.592  -3.095  -1.907  0.29
C  -3.130  3.927  -3.348  -1.27
C  -3.123  2.761  -4.300  0.83
O  -2.189  1.976  -4.357  -0.67
N  -4.202  2.595  -5.114  -0.17
C  -5.399  3.407  -5.199  -0.76
H  -2.208  3.924  -2.772  0.23
H  -3.187  4.867  -3.901  0.43
H  -3.970  3.843  -2.656  0.37
H  -4.123  1.793  -5.722  0.22
H  -6.263  2.776  -4.983  0.19
H  -5.488  3.789  -6.218  0.29
H  -5.377  4.240  -4.502  0.32
C  -7.174  -0.284  -0.054  -1.34
C  -6.482  -0.451  -1.381  0.80
O  -5.287  -0.712  -1.465  -0.66
N  -7.221  -0.303  -2.510  -0.14
C  -8.633  0.003  -2.627  -0.85
H  -6.452  -0.431  0.747  0.28
H  -7.585  0.723  0.034  0.37
H  -7.966  -1.026  0.055  0.44
H  -6.687  -0.430  -3.357  0.24
H  -9.120  -0.807  -3.174  0.32
H  -8.742  0.928  -3.195  0.25
H  -9.108  0.118  -1.656  0.32

The HOMO energy comes out at -8.9 eV. The frontier orbital gap is 8.4631 eV. Its SMILES is CC(C)C[C@@H](C)COc1cccc2c1C(=O)c1ccc(B(O)O)cc1C2=O.CNC(C)=O.CNC(C)=O.CNC(C)=O. The calculation puts the strongest force on any atom at 0.054 Eh/bohr.

=====

(4)
C10H18NO3PS2 | ωB97M-V/def2-TZVPD

Each line ends with the Mulliken charge.
CARTESIAN COORDINATES (ANGSTROEM)
C  -1.195  -4.151  1.841  -1.30
C  -0.457  -2.950  1.279  -0.22
O  -1.128  -1.664  1.497  -0.30
P  -1.135  -0.466  0.429  0.98
C  0.515  0.557  0.422  -0.13
C  1.419  0.066  1.465  -0.04
N  2.236  -0.365  2.184  -0.52
O  -1.370  -0.821  -0.991  -0.74
O  -2.263  0.419  1.153  -0.31
C  -3.571  -0.122  1.528  -0.13
C  -4.564  1.000  1.737  -1.23
H  -0.591  -5.015  1.549  0.38
H  -1.279  -4.147  2.936  0.31
H  -2.190  -4.272  1.393  0.33
H  0.532  -2.885  1.732  0.31
H  -0.375  -3.060  0.184  0.37
H  0.070  1.511  0.712  0.43
H  -3.866  -0.818  0.721  0.34
H  -3.440  -0.699  2.455  0.24
H  -5.544  0.562  1.948  0.38
H  -4.287  1.603  2.603  0.31
H  -4.604  1.604  0.827  0.32
C  3.529  2.743  -2.791  -0.29
C  2.152  2.304  -3.213  -0.73
S  0.797  2.007  -2.018  -0.09
C  1.414  0.806  -0.805  -0.15
S  3.128  1.386  -0.306  -0.10
C  4.049  1.695  -1.824  -0.74
H  4.159  2.699  -3.679  0.27
H  3.587  3.746  -2.378  0.26
H  1.645  3.021  -3.886  0.34
H  2.235  1.324  -3.683  0.36
H  1.323  -0.240  -1.241  0.39
H  4.006  0.734  -2.338  0.36
H  5.062  1.884  -1.443  0.36

The energy above the lowest of the compared OMol25 structures with the same formula, charge and spin comes out at 0.0 kJ/mol. The HOMO energy comes out at -8.4 eV. The frontier orbital gap is 9.2032 eV. Its SMILES is CCOP(=O)(OCC)[C@@H](C#N)C1SCCCS1. The calculation puts the strongest force on any atom at 0.051 Eh/bohr.